Entry 1:
{
  "formula": "C12H37BBrN12O9",
  "method": "ωB97M-V/def2-TZVPD",
  "orbital_gap_ev": 5.55,
  "total_charge": -1,
  "e_lumo_ev": 1.5,
  "symbols": ["H", "C", "H", "H", "H", "H", "H", "N", "H", "N", "O", "C", "H", "H", "H", "O", "H", "H", "N", "H", "C", "H", "Br", "C", "N", "O", "C", "H", "N", "C", "H", "H", "N", "H", "N", "N", "H", "N", "H", "H", "H", "O", "H", "N", "C", "O", "H", "O", "H", "H", "H", "C", "H", "N", "H", "H", "H", "N", "H", "O", "H", "B", "C", "C", "H", "C", "H", "C", "H", "O", "O", "H"],
  "positions_angstrom": [[4.267, 6.416, -0.081], [-7.602, 0.191, 5.585], [-5.752, 0.008, 2.758], [5.297, -6.463, -1.853], [5.085, 7.855, 0.432], [0.244, 3.226, 1.357], [-1.717, 2.042, -0.937], [6.264, -6.206, -1.877], [7.552, -8.609, -0.189], [-6.968, 0.076, 6.790], [2.827, 4.933, 0.618], [4.771, 7.652, -1.622], [6.533, -5.366, -2.359], [-2.730, -2.139, 1.213], [-6.227, -0.595, 6.853], [-7.295, -0.484, 4.619], [7.518, -2.779, -2.449], [-5.236, -1.442, -0.459], [4.713, 7.295, -0.310], [-5.268, 2.647, 1.077], [-3.216, -0.779, -1.028], [-7.200, 0.621, 7.597], [-2.089, 1.442, 1.603], [5.676, -3.422, -3.000], [5.383, 8.852, -1.872], [-4.654, 0.892, 0.003], [-4.197, -1.757, -0.308], [-4.226, -3.057, 1.435], [7.008, -3.216, -3.195], [7.256, -6.927, -1.285], [-8.870, 1.689, 6.319], [-5.570, 2.595, -0.946], [-8.602, 1.120, 5.540], [-5.977, -1.723, 2.951], [0.653, 5.396, 0.153], [5.023, -4.022, -4.038], [0.931, 6.241, -0.308], [1.237, -2.075, -0.492], [5.468, -4.296, -4.893], [0.605, -2.003, 0.284], [-2.210, -1.006, -0.679], [-0.482, -1.729, -1.928], [4.040, -4.191, -3.926], [6.846, -8.057, -0.636], [-3.626, 0.716, -0.912], [5.106, -3.099, -1.969], [1.907, 2.891, 1.694], [-3.404, 2.885, -0.253], [-3.793, 1.117, -1.932], [5.892, -8.354, -0.583], [7.497, -3.475, -4.030], [1.639, 4.623, 0.685], [2.589, -2.194, -2.627], [1.211, 3.488, 1.293], [-3.264, -1.050, -2.095], [-6.139, -0.955, 1.343], [-9.083, 1.232, 4.668], [1.606, -2.030, -2.763], [2.210, -2.239, -0.316], [4.313, 6.960, -2.518], [-0.322, 5.160, 0.194], [-4.804, 2.400, -0.011], [-3.830, -2.056, 1.169], [-2.580, 1.742, -0.332], [-4.099, -2.724, -0.842], [-5.562, -0.956, 2.278], [5.442, 9.145, -2.827], [0.707, -1.931, -1.740], [1.252, -1.927, -3.695], [8.430, -6.589, -1.330], [-4.169, -1.062, 2.097], [5.767, 9.439, -1.158]],
  "mulliken_charge": [0.2832, 0.6360, 0.0960, 0.1592, 0.1468, 0.0969, 0.3860, -0.2307, 0.2219, -0.3964, -0.7236, 0.6037, 0.2981, 0.2213, 0.2164, -0.5987, 0.2192, 0.1995, -0.3308, -0.3087, -0.3824, 0.1532, -0.3871, 0.3551, -0.3815, -0.8992, -0.5620, 0.3016, -0.3746, 0.6100, 0.1544, -0.3629, -0.3968, 0.2924, -0.3286, -0.3257, 0.1922, -0.2924, 0.1776, 0.2054, 0.0294, -0.6063, 0.2247, -0.3887, 0.1396, -0.6199, 0.1597, -0.7609, 0.1018, 0.1645, 0.1684, 0.6062, 0.1393, -0.2733, 0.4397, 0.1975, 0.2217, -0.3973, 0.1564, -0.6385, 0.1878, 1.4045, -0.5341, -0.2929, 0.4734, -0.5346, 0.2180, 0.5771, 0.1910, -0.6519, -0.2003, 0.1542]
}

***

Entry 2:
{
  "formula": "H26O13",
  "method": "ωB97M-V/def2-TZVPD",
  "orbital_gap_ev": 9.46,
  "e_lumo_ev": -0.4,
  "symbols": ["H", "O", "O", "H", "O", "O", "H", "O", "H", "H", "O", "H", "H", "H", "H", "O", "H", "H", "H", "H", "H", "H", "H", "H", "O", "H", "O", "H", "H", "H", "H", "O", "O", "H", "O", "H", "H", "H", "O"],
  "positions_angstrom": [[-3.686, -1.711, -0.445], [0.170, 0.336, -0.309], [1.943, -2.958, 0.009], [-1.380, 2.875, 0.028], [-3.307, -1.035, 0.117], [3.149, -0.044, 0.961], [-1.293, -3.299, -2.808], [1.162, 3.284, 1.011], [1.334, 3.756, -1.849], [2.595, -3.650, -0.103], [-1.150, -2.388, -3.065], [0.460, 0.273, 2.216], [0.871, 1.258, 3.289], [0.935, 2.361, -2.283], [1.322, -1.095, -3.553], [-1.204, 2.394, 1.892], [2.523, -0.011, 0.238], [-1.556, -1.089, 2.467], [-1.216, 2.703, -1.468], [-0.514, -0.063, 0.228], [-1.324, -2.633, 0.775], [2.627, 0.151, 1.740], [-4.060, -0.631, 0.548], [1.044, 2.681, 0.277], [1.675, 2.866, -1.946], [-0.254, -2.199, -2.789], [1.562, -1.509, -2.724], [0.250, -0.246, -1.066], [-0.032, -3.395, 0.570], [-1.660, 2.442, 2.732], [-2.066, -0.352, 1.247], [-1.424, 3.356, -0.799], [-0.937, -3.345, 0.264], [2.449, -1.195, -2.548], [1.128, 0.431, 2.883], [-0.999, 1.466, 1.783], [1.830, -2.591, -0.868], [0.347, 3.217, 1.509], [-1.315, -0.409, 1.839]],
  "mulliken_charge": [0.2814, -0.0470, -0.5720, 0.3179, -0.6030, -0.6575, 0.3257, -0.6526, 0.3415, 0.2781, -0.6294, 0.3120, 0.3224, 0.2538, 0.2577, -0.7259, 0.2182, 0.2907, 0.2956, 0.3121, 0.2793, 0.4307, 0.2804, 0.3129, -0.6445, 0.3696, -0.7005, 0.1893, 0.3253, 0.2793, 0.2071, -0.6142, -0.5942, 0.2779, -0.7210, 0.3390, 0.3244, 0.4382, -0.6987]
}